Entry from the Open Molecules 2025 dataset: a structure of composition C42H105N7 (ωB97M-V/def2-TZVPD).

Computed properties:
Kohn-Sham gap (eV): 7.416
Strongest force on any atom (eV/A): 16.8
DFT total energy (hartree): -2044.0980

CARTESIAN COORDINATES (ANGSTROEM)
C 2.41 1.92 1.52
C 2.63 2.50 2.93
N 1.42 2.21 3.68
C 0.20 2.98 3.35
C -0.89 1.94 3.12
C 1.80 2.36 5.20
C 0.84 1.40 5.94
H 1.57 2.48 1.10
H 2.27 0.85 1.69
H 3.27 2.14 0.89
H 3.57 2.06 3.26
H 2.80 3.57 2.95
H 0.01 3.67 4.17
H 0.29 3.46 2.38
H -1.16 1.75 2.09
H -0.53 0.97 3.46
H -1.79 2.09 3.71
H 1.89 3.43 5.39
H 2.76 1.89 5.38
H -0.18 1.57 5.58
H 0.76 1.50 7.02
H 1.27 0.43 5.70
C 2.73 -1.83 6.57
C 2.98 -2.12 5.06
N 1.80 -2.56 4.30
C 2.15 -3.06 2.95
C 3.11 -4.29 2.90
C 0.83 -1.41 4.18
C 1.30 -0.03 3.57
H 1.99 -1.04 6.72
H 3.58 -1.42 7.10
H 2.54 -2.80 7.04
H 3.32 -1.16 4.66
H 3.83 -2.78 4.93
H 1.27 -3.37 2.38
H 2.49 -2.19 2.40
H 2.78 -5.20 3.40
H 3.18 -4.75 1.91
H 4.15 -4.09 3.18
H 0.15 -1.30 5.02
H 0.18 -1.75 3.37
H 0.36 0.51 3.43
H 1.75 -0.02 2.58
H 1.96 0.40 4.32
C 0.19 5.26 -3.19
C 1.75 5.18 -3.33
N 2.25 3.81 -3.46
C 1.90 3.02 -4.73
C 2.84 1.88 -5.03
C 2.27 2.97 -2.21
C 2.58 3.55 -0.86
H 0.01 5.02 -2.14
H -0.26 4.64 -3.97
H -0.07 6.31 -3.35
H 2.03 5.61 -4.30
H 2.25 5.73 -2.53
H 0.87 2.67 -4.60
H 1.71 3.65 -5.60
H 3.42 1.91 -5.95
H 3.66 2.10 -4.35
H 2.49 0.85 -4.94
H 2.94 2.13 -2.39
H 1.22 2.68 -2.16
H 2.52 2.88 0.00
H 2.13 4.54 -0.76
H 3.65 3.71 -0.94
C 1.59 2.12 -0.44
C 0.65 1.00 0.08
N 0.79 -0.27 -0.61
C 2.23 -0.81 -0.60
C 2.81 -0.94 0.87
C -0.23 -1.35 -0.30
C -1.57 -1.18 -1.08
H 2.56 2.25 0.03
H 1.17 3.08 -0.15
H 1.57 2.14 -1.53
H 0.70 0.95 1.17
H -0.29 1.46 -0.20
H 2.76 -0.09 -1.21
H 2.38 -1.81 -1.01
H 2.10 -1.46 1.52
H 3.11 0.01 1.30
H 3.73 -1.51 0.73
H 0.14 -2.34 -0.60
H -0.41 -1.54 0.76
H -2.43 -1.62 -0.60
H -1.95 -0.16 -1.06
H -1.54 -1.51 -2.12
C 0.82 -0.09 -3.37
C 0.01 0.86 -2.43
N -1.16 1.34 -3.08
C -0.76 1.95 -4.36
C -2.04 2.51 -5.13
C -1.96 2.27 -2.23
C -1.13 3.59 -1.85
H 1.52 0.39 -4.06
H 0.17 -0.83 -3.84
H 1.50 -0.70 -2.77
H -0.16 0.44 -1.43
H 0.62 1.74 -2.24
H -0.06 2.73 -4.08
H -0.45 1.19 -5.08
H -2.48 3.39 -4.65
H -1.90 2.62 -6.20
H -2.73 1.67 -5.13
H -2.25 1.68 -1.36
H -2.95 2.58 -2.58
H -0.71 4.01 -2.77
H -0.31 3.46 -1.14
H -1.81 4.37 -1.52
C -0.52 -2.66 -2.26
C -1.98 -3.13 -2.09
N -2.99 -3.08 -3.16
C -4.29 -3.49 -2.60
C -5.42 -3.63 -3.65
C -2.50 -3.98 -4.31
C -2.15 -5.40 -3.86
H 0.07 -2.50 -1.36
H -0.46 -1.71 -2.80
H -0.06 -3.38 -2.92
H -1.92 -4.10 -1.60
H -2.39 -2.46 -1.33
H -4.19 -4.42 -2.04
H -4.55 -2.70 -1.89
H -6.43 -3.78 -3.27
H -5.51 -2.81 -4.36
H -5.21 -4.49 -4.28
H -1.57 -3.60 -4.75
H -3.17 -4.02 -5.16
H -3.06 -5.76 -3.39
H -1.23 -5.51 -3.29
H -2.13 -6.18 -4.62
C -2.67 -3.47 0.36
C -2.61 -3.12 1.87
N -2.12 -1.75 1.98
C -3.00 -0.75 1.40
C -4.52 -0.75 1.65
C -1.77 -1.38 3.39
C -0.68 -0.36 3.43
H -3.06 -4.48 0.19
H -1.69 -3.53 -0.13
H -3.11 -2.82 -0.40
H -3.65 -3.24 2.15
H -2.04 -3.82 2.48
H -2.58 0.24 1.60
H -2.76 -0.77 0.33
H -4.94 -0.01 0.96
H -4.98 -1.73 1.53
H -4.90 -0.51 2.64
H -1.27 -2.23 3.85
H -2.55 -0.97 4.04
H -0.91 0.52 2.83
H 0.26 -0.73 3.02
H -0.44 -0.10 4.47

=====

Entry from the Open Molecules 2025 dataset: a structure of composition C42H105N7Na3O18P (ωB97M-V/def2-TZVPD).

Computed properties:
Kohn-Sham gap (eV): 7.743
Strongest force on any atom (eV/A): 2.5
DFT total energy (hartree): -4229.0961

CARTESIAN COORDINATES (ANGSTROEM)
Na -1.99 -1.06 0.35
Na 2.41 -2.01 -0.83
Na 1.44 2.24 0.29
P 0.59 -0.35 -0.04
O -0.41 0.80 0.30
O 1.50 -0.76 1.20
O 1.68 0.20 -1.04
O -0.05 -1.62 -0.68
C 4.02 -2.04 -3.45
O 3.73 -3.26 -2.81
C 2.93 -4.14 -3.60
C 1.47 -3.73 -3.54
N 0.95 -3.76 -2.18
C 0.10 -4.86 -1.77
C 0.67 -6.26 -1.92
O 0.63 -6.64 -3.28
C 1.36 -7.83 -3.56
H 4.34 -1.37 -2.65
H 3.13 -1.56 -3.88
H 4.81 -2.05 -4.20
H 3.02 -5.12 -3.14
H 3.24 -4.29 -4.64
H 0.91 -4.44 -4.15
H 1.32 -2.78 -4.07
H 0.50 -2.88 -1.92
H -0.92 -4.90 -2.17
H -0.02 -4.72 -0.69
H 0.03 -6.93 -1.34
H 1.68 -6.32 -1.48
H 1.29 -8.60 -2.80
H 2.41 -7.53 -3.66
H 1.00 -8.27 -4.49
C -4.17 1.34 4.44
O -4.42 1.42 3.07
C -3.22 1.40 2.31
C -3.60 1.42 0.84
N -4.34 0.18 0.42
C -4.66 0.37 -1.03
C -5.53 -0.79 -1.47
O -6.87 -0.48 -1.23
C -7.78 -1.52 -1.47
H -3.40 2.02 4.82
H -4.01 0.33 4.83
H -5.05 1.76 4.95
H -2.63 0.50 2.51
H -2.59 2.27 2.48
H -2.70 1.43 0.23
H -4.28 2.28 0.74
H -5.16 0.13 1.02
H -3.65 0.34 -1.42
H -5.22 1.27 -1.28
H -5.24 -1.77 -1.07
H -5.36 -0.96 -2.54
H -8.78 -1.19 -1.19
H -7.50 -2.40 -0.87
H -7.74 -1.86 -2.51
C -2.09 3.23 -1.79
O -3.12 2.68 -2.57
C -4.07 3.59 -3.10
C -4.77 4.37 -1.97
N -5.89 5.17 -2.40
C -5.59 6.28 -3.29
C -6.73 7.23 -3.50
O -7.76 6.71 -4.30
C -8.73 7.61 -4.71
H -1.29 2.50 -1.72
H -2.33 3.35 -0.73
H -1.85 4.25 -2.11
H -4.80 3.16 -3.79
H -3.48 4.24 -3.76
H -4.07 4.87 -1.31
H -5.19 3.58 -1.34
H -6.69 4.67 -2.76
H -5.18 5.90 -4.24
H -4.83 6.89 -2.80
H -6.34 8.17 -3.93
H -7.20 7.48 -2.54
H -9.39 7.15 -5.44
H -8.33 8.54 -5.13
H -9.44 7.92 -3.92
C 0.48 5.45 0.18
O 0.60 4.26 -0.59
C 1.17 4.54 -1.87
C 1.64 3.32 -2.66
N 2.64 2.46 -2.02
C 3.80 2.20 -2.91
C 5.04 2.82 -2.26
O 6.21 2.36 -2.99
C 6.39 3.09 -4.18
H 0.06 6.31 -0.35
H 1.39 5.73 0.71
H -0.24 5.14 0.94
H 2.06 5.17 -1.77
H 0.44 5.02 -2.53
H 2.08 3.83 -3.53
H 0.80 2.74 -3.06
H 2.27 1.55 -1.70
H 3.62 2.57 -3.92
H 3.91 1.12 -3.01
H 5.12 2.57 -1.20
H 5.07 3.91 -2.32
H 7.28 2.75 -4.71
H 6.50 4.16 -4.00
H 5.60 2.91 -4.92
C 4.38 4.77 0.56
O 3.70 3.64 1.01
C 4.18 3.04 2.18
C 3.77 1.58 2.42
N 2.33 1.39 2.34
C 1.74 1.58 3.69
C 0.31 2.11 3.61
O -0.17 2.53 4.88
C -0.30 1.46 5.80
H 5.47 4.68 0.49
H 4.10 5.62 1.20
H 4.11 4.94 -0.48
H 3.83 3.60 3.06
H 5.27 3.15 2.30
H 4.14 1.32 3.43
H 4.27 0.86 1.77
H 2.01 0.45 2.05
H 2.41 2.19 4.30
H 1.70 0.60 4.19
H -0.32 1.38 3.08
H 0.29 2.99 2.97
H 0.62 1.26 6.33
H -0.78 0.61 5.30
H -1.06 1.74 6.53
C -0.60 -5.08 5.27
O -0.62 -5.40 3.89
C 0.11 -4.50 3.07
C -0.60 -3.15 2.85
N -1.56 -3.20 1.75
C -2.61 -4.26 1.78
C -3.66 -4.01 0.71
O -3.00 -3.80 -0.53
C -3.83 -4.18 -1.62
H -1.21 -5.81 5.79
H -1.01 -4.08 5.43
H 0.43 -5.10 5.63
H 0.20 -5.05 2.13
H 1.13 -4.33 3.45
H 0.15 -2.38 2.72
H -1.22 -2.91 3.72
H -1.16 -3.41 0.84
H -3.02 -4.33 2.78
H -2.06 -5.16 1.48
H -4.29 -3.16 0.98
H -4.25 -4.94 0.72
H -4.87 -3.83 -1.59
H -3.88 -5.28 -1.64
H -3.33 -3.76 -2.50
C 5.90 -0.53 -0.53
O 4.90 -1.34 0.02
C 5.29 -1.94 1.24
C 4.33 -3.07 1.60
N 3.07 -2.82 2.26
C 3.20 -2.46 3.68
C 3.78 -3.56 4.52
O 5.19 -3.43 4.59
C 5.84 -4.28 5.51
H 6.92 -0.92 -0.56
H 5.91 0.49 -0.12
H 5.60 -0.31 -1.56
H 5.33 -1.19 2.04
H 6.29 -2.37 1.15
H 4.93 -3.78 2.18
H 4.17 -3.60 0.66
H 2.53 -2.07 1.81
H 2.27 -2.13 4.16
H 3.78 -1.52 3.69
H 3.56 -4.50 3.98
H 3.25 -3.70 5.47
H 5.86 -3.88 6.53
H 6.84 -4.41 5.12
H 5.38 -5.27 5.58

=====

Which of these has the highest DFT total energy? C42H105N7

=====

Which value of DFT total energy does entry 2 give? -4229.0961 hartree

=====

Among the records above, which one has the highest DFT total energy? C42H105N7

=====

What is the DFT total energy in the second record? -4229.0961 hartree